Entry 1:
Computed, not measured: a structure of composition C22H31BEuN6O, with the ωB97M-V functional and the def2-TZVPD basis.

E_tot = -1996.00212 Ha
Energy relative to the best compared isomer or geometry (same formula, charge and spin) = 0.0 kcal/mol

The geometry in ORCA input format:
```
! wB97M-V def2-TZVPD RIJCOSX def2/J DEFGRID3
* xyz 0 8
H -0.830 -3.173 -0.212
N 0.450 -1.686 -1.023
B 2.057 -0.449 -2.630
N 1.232 -1.681 -2.173
C 1.194 -2.883 -2.766
Eu 0.271 0.429 0.616
H 1.796 -3.054 -3.645
C 0.333 -3.703 -2.051
H 0.068 -4.721 -2.278
C -0.115 -2.912 -0.978
H 2.564 -0.683 -3.695
C 0.345 2.140 3.156
H -0.284 2.382 4.020
H -0.047 2.684 2.282
H 1.382 2.444 3.342
N 3.124 -0.219 -1.535
N 1.208 0.845 -2.746
N 2.755 0.063 -0.224
N 0.345 1.259 -1.732
C 4.456 -0.287 -1.647
C 1.177 1.726 -3.758
H 4.884 -0.500 -2.615
H 1.825 1.573 -4.604
C 5.012 -0.046 -0.390
C 0.243 2.718 -3.459
C 3.912 0.160 0.471
C -0.275 2.372 -2.194
H 6.057 -0.014 -0.152
H -0.015 3.560 -4.068
H 3.900 0.374 1.534
H -1.058 2.849 -1.617
H 0.303 1.041 3.027
C -3.133 -2.189 0.527
C -2.773 -2.141 2.012
C -1.287 -2.381 2.279
C -3.347 -0.886 2.654
C -4.383 -0.996 3.568
C -5.015 0.123 4.096
C -4.587 1.388 3.723
C -3.543 1.565 2.830
C -3.149 2.978 2.449
C -4.226 3.613 1.572
C -2.922 3.860 3.677
C -2.870 0.414 2.293
O -1.822 0.542 1.533
H -2.593 -1.414 -0.034
H -4.208 -2.011 0.395
H -2.897 -3.174 0.111
H -3.307 -2.966 2.503
H -0.645 -1.638 1.774
H -1.069 -2.338 3.353
H -1.016 -3.377 1.911
H -4.727 -1.983 3.885
H -5.842 0.014 4.796
H -5.088 2.258 4.149
H -2.219 2.897 1.875
H -5.184 3.667 2.106
H -3.927 4.626 1.291
H -4.377 3.029 0.659
H -2.157 3.449 4.345
H -2.588 4.850 3.350
H -3.844 3.996 4.258
*
```

---

Entry 2:
Computed, not measured: a structure of composition C22H31BMnN6O, with the ωB97M-V functional and the def2-TZVPD basis.

E_tot = -2435.96803 Ha
Energy relative to the best compared isomer or geometry (same formula, charge and spin) = 32.0 kcal/mol

The geometry in ORCA input format:
```
! wB97M-V def2-TZVPD RIJCOSX def2/J DEFGRID3
* xyz 2 6
C 3.015 -1.464 -0.201
N 2.209 -0.888 -1.122
N 3.006 -0.517 -2.193
C 4.293 -0.729 -1.880
C 4.347 -1.319 -0.622
B 2.378 0.052 -3.477
N 1.188 -0.873 -3.890
N 0.207 -1.223 -2.969
C -0.701 -1.974 -3.626
C -0.327 -2.075 -4.975
C 0.864 -1.364 -5.101
Mn 0.300 -0.359 -0.997
N 1.683 1.369 -3.041
N 0.733 1.337 -2.025
C 0.192 2.576 -1.948
C 0.836 3.410 -2.878
C 1.765 2.612 -3.545
H -0.617 2.782 -1.257
H 2.475 2.818 -4.332
H 0.651 4.455 -3.042
H 3.162 0.195 -4.369
H 1.498 -1.154 -5.948
H 5.063 -0.471 -2.589
H -0.854 -2.605 -5.745
H 5.216 -1.624 -0.068
H -1.549 -2.409 -3.115
H 2.598 -1.974 0.655
H -2.457 0.173 -1.723
C -2.931 -0.782 -1.463
H -3.336 -1.214 -2.387
H -2.182 -1.471 -1.047
H -3.708 -0.622 -0.709
C 1.302 -2.578 2.829
C 1.310 -1.205 3.490
C 2.394 -0.329 2.877
C -0.091 -0.574 3.506
C -0.795 -0.622 4.701
C -2.053 -0.034 4.845
C -2.600 0.650 3.760
C -1.949 0.704 2.533
C -2.614 1.515 1.425
C -4.069 1.085 1.217
C -2.617 3.018 1.720
C -0.714 -0.025 2.319
O -0.240 -0.229 1.124
H 0.876 -2.502 1.821
H 0.700 -3.287 3.410
H 2.323 -2.973 2.754
H 1.569 -1.348 4.550
H 2.120 -0.058 1.854
H 2.540 0.583 3.463
H 3.341 -0.879 2.854
H -0.339 -1.123 5.562
H -2.589 -0.099 5.791
H -3.571 1.141 3.871
H -2.045 1.340 0.504
H -4.707 1.443 2.040
H -4.464 1.518 0.289
H -4.158 -0.006 1.148
H -1.598 3.401 1.832
H -3.098 3.566 0.900
H -3.176 3.238 2.640
*
```

---

Entry 3:
Computed, not measured: a cluster of 2 separate species, C22H31BN2O5 in total, with the ωB97M-V functional and the def2-TZVPD basis.

E_tot = -1366.85747 Ha

The geometry in ORCA input format:
```
! wB97M-V def2-TZVPD RIJCOSX def2/J DEFGRID3
* xyz 2 1
C -5.480 -3.727 2.631
B -4.755 -3.493 1.188
O -5.531 -3.691 -0.018
C -3.176 -3.000 1.082
C -2.733 -1.732 1.951
C -3.697 -0.450 1.787
C -2.735 0.802 1.440
C -1.831 1.289 2.669
O -0.426 0.932 2.572
C -0.061 -0.091 3.482
O -0.362 -0.155 4.682
C -2.904 -2.997 -0.507
C -1.278 -3.000 -0.512
O -0.963 -3.858 0.627
C -2.122 -4.162 1.445
O -2.302 -5.107 2.221
H -5.868 -4.809 2.624
H -6.367 -3.003 2.747
H -4.745 -3.625 3.504
H -5.796 -2.801 -0.355
H -2.680 -2.025 3.065
H -1.665 -1.413 1.649
H -4.267 -0.326 2.769
H -4.471 -0.561 0.948
H -2.084 0.517 0.548
H -3.443 1.644 1.096
H -1.871 2.442 2.666
H -2.349 0.965 3.628
H 0.634 -0.921 3.081
H -3.124 -4.071 -0.860
H -3.403 -2.182 -1.145
H -0.769 -3.216 -1.506
H -0.977 -1.903 -0.297
C 4.155 6.695 -3.492
N 3.887 5.342 -2.956
C 2.681 4.780 -3.165
C 2.410 3.498 -2.712
C 3.389 2.769 -2.037
C 4.618 3.395 -1.819
C 4.846 4.680 -2.284
C 3.162 1.380 -1.587
C 3.988 0.346 -2.028
C 3.804 -0.948 -1.566
N 2.828 -1.225 -0.683
C 1.994 -0.256 -0.253
C 2.141 1.050 -0.694
C 2.668 -2.598 -0.156
H 3.405 7.375 -3.087
H 4.087 6.639 -4.580
H 5.151 7.020 -3.198
H 1.946 5.365 -3.708
H 1.433 3.069 -2.914
H 5.413 2.887 -1.281
H 5.795 5.181 -2.130
H 4.786 0.535 -2.740
H 4.438 -1.764 -1.892
H 1.223 -0.541 0.454
H 1.465 1.808 -0.311
H 1.652 -2.929 -0.372
H 2.850 -2.560 0.919
H 3.386 -3.265 -0.631
*
```

---

Entry 4:
Computed, not measured: a structure of composition C22H31BeN6O12, with the ωB97M-V functional and the def2-TZVPD basis.

E_tot = -2102.96404 Ha
Energy relative to the best compared isomer or geometry (same formula, charge and spin) = 0.0 kcal/mol

The geometry in ORCA input format:
```
! wB97M-V def2-TZVPD RIJCOSX def2/J DEFGRID3
* xyz 1 1
Be -0.207 3.121 2.551
O -0.429 0.704 -1.335
C -0.228 0.792 -0.008
O -0.106 -0.276 0.638
O -0.205 1.916 0.559
H -0.554 -0.254 -1.454
C -1.999 4.605 -0.028
O -1.629 4.496 1.169
N -1.894 3.596 -0.905
N -2.674 5.686 -0.472
H -1.461 2.787 -0.473
H -2.219 3.618 -1.853
H -2.961 5.806 -1.425
H -2.938 6.411 0.172
C 2.990 1.580 2.282
O 2.093 2.303 2.765
N 4.302 1.794 2.524
N 2.727 0.571 1.425
H 4.605 2.575 3.078
H 5.010 1.145 2.236
H 1.771 0.492 1.111
H 3.412 -0.036 1.016
C -2.351 0.245 3.255
O -1.684 1.292 3.201
N -2.077 -0.809 2.459
N -3.437 0.095 4.054
H -2.664 -1.622 2.436
H -1.355 -0.692 1.757
H -3.609 0.814 4.733
H -3.867 -0.808 4.129
C 2.001 -3.460 3.675
C 2.439 -3.325 4.983
C 2.165 -2.172 5.713
C 1.586 -1.077 5.089
C 1.090 -1.219 3.798
C 1.332 -2.387 3.098
O 1.027 -2.469 1.746
O 2.678 -2.112 6.985
H 2.333 -4.305 3.086
H 3.096 -4.042 5.457
H 1.455 -0.157 5.649
H 0.634 -0.371 3.303
H 0.628 -1.622 1.477
H 2.330 -1.323 7.413
C -0.310 -3.210 -2.401
C -0.376 -3.481 -1.038
C 0.278 -4.591 -0.523
C 1.060 -5.396 -1.341
C 1.158 -5.115 -2.700
C 0.446 -4.043 -3.213
O 0.494 -3.848 -4.561
O 0.162 -4.892 0.811
H -0.947 -2.442 -2.826
H -1.047 -2.957 -0.369
H 1.548 -6.258 -0.908
H 1.677 -5.808 -3.346
H -0.042 -3.143 -4.928
H 0.484 -4.165 1.370
C -1.563 2.004 -4.249
C -2.183 1.756 -5.473
C -1.781 2.503 -6.567
C -0.847 3.532 -6.398
C -0.207 3.731 -5.189
C -0.577 2.960 -4.094
O 0.220 3.029 -2.984
O -2.325 2.234 -7.780
H -1.863 1.374 -3.417
H -2.940 0.990 -5.559
H -0.478 3.958 -7.325
H 0.708 4.307 -5.200
H 0.062 2.324 -2.344
H -1.967 2.742 -8.512
*
```

---

Entry 5:
Computed, not measured: a structure of composition C22H31BrN5O3PdS, with the ωB97M-V functional and the def2-TZVPD basis.

E_tot = -4456.36221 Ha
Energy relative to the best compared isomer or geometry (same formula, charge and spin) = 31.0 kcal/mol

The geometry in ORCA input format:
```
! wB97M-V def2-TZVPD RIJCOSX def2/J DEFGRID3
* xyz 1 1
Pd -1.235 -1.069 -1.016
N -1.597 -1.027 -3.077
C -2.730 -1.855 -3.568
C -2.690 -3.241 -2.934
N -2.710 -3.160 -1.486
C -3.995 -3.000 -0.835
C -4.380 -1.525 -0.689
N -3.228 -0.761 -0.178
H -1.662 -0.088 -3.454
H -0.733 -1.424 -3.439
H -2.687 -1.945 -4.655
H -3.654 -1.340 -3.318
H -1.759 -3.731 -3.228
H -3.520 -3.831 -3.344
H -2.168 -3.899 -1.062
H -3.915 -3.429 0.165
H -4.802 -3.528 -1.357
H -5.229 -1.449 -0.007
H -4.690 -1.094 -1.639
H -2.960 -1.123 0.736
H -3.458 0.218 -0.057
C 3.872 2.286 -2.768
C 2.774 3.285 -2.422
C 1.996 2.900 -1.171
N 1.271 1.641 -1.403
C 1.464 0.484 -0.809
S 1.066 -1.016 -1.600
N 2.040 0.432 0.411
C 1.979 1.265 1.574
O 2.758 1.004 2.444
C 0.906 2.286 1.748
C 1.153 3.269 2.702
C 0.188 4.221 2.988
C -1.035 4.185 2.331
C -1.287 3.198 1.387
C -0.322 2.247 1.094
H 4.390 2.580 -3.680
H 3.474 1.281 -2.925
H 4.614 2.233 -1.969
H 2.077 3.388 -3.260
H 3.206 4.272 -2.247
H 1.280 3.674 -0.896
H 2.674 2.758 -0.332
H 0.837 1.554 -2.311
H 2.497 -0.448 0.626
H 2.108 3.279 3.210
H 0.390 4.988 3.723
H -1.796 4.918 2.563
H -2.242 3.172 0.876
H -0.560 1.444 0.410
Br 2.346 -4.406 0.985
C 2.032 -3.002 2.215
C 3.063 -2.755 3.120
C 2.995 -1.670 3.971
C 1.906 -0.799 3.924
C 0.799 -1.206 3.210
C 0.876 -2.226 2.245
C -0.169 -2.283 1.176
O -0.386 -3.285 0.521
O -0.781 -1.129 0.932
H 3.917 -3.418 3.137
H 3.825 -1.459 4.634
H 1.727 -0.207 4.815
H -0.119 -0.634 3.265
*
```

---

Entry 6:
Computed, not measured: a cluster of 14 separate species, C22H31Cl26F13O3 in total, with the ωB97M-V functional and the def2-TZVPD basis.

E_tot = -14345.83786 Ha

The geometry in ORCA input format:
```
! wB97M-V def2-TZVPD RIJCOSX def2/J DEFGRID3
* xyz 0 1
O -4.899 -1.683 4.666
C -4.581 -2.830 4.652
O -5.195 -3.770 3.886
O -3.628 -3.351 5.446
C -2.377 -3.564 4.733
C -1.565 -2.282 4.865
C -0.545 -2.042 3.777
F 0.153 -0.909 4.082
F 0.346 -3.069 3.696
C -1.197 -1.890 2.354
F -1.309 -3.137 1.821
F -2.448 -1.389 2.484
C -0.402 -1.037 1.317
F -0.538 -1.570 0.080
F 0.911 -1.116 1.628
C -0.770 0.472 1.215
F -0.779 1.020 2.450
F 0.242 1.041 0.518
C -2.122 0.818 0.476
F -2.785 -0.295 0.109
F -1.824 1.518 -0.644
C -3.092 1.717 1.298
F -4.190 1.885 0.563
F -3.433 1.158 2.447
F -2.543 2.906 1.522
H -5.091 -3.550 2.951
H -1.907 -4.418 5.208
H -2.613 -3.819 3.700
H -0.975 -2.332 5.783
H -2.216 -1.416 4.960
C 2.076 -1.812 -1.756
Cl 1.646 -2.624 -3.265
Cl 3.026 -0.346 -2.034
H 1.168 -1.532 -1.245
H 2.662 -2.494 -1.152
C -0.203 4.377 -0.328
Cl 1.308 4.454 -1.239
Cl -0.319 5.664 0.877
H -1.030 4.475 -1.021
H -0.241 3.428 0.186
C 2.151 -5.408 2.648
Cl 3.887 -5.663 2.452
Cl 1.539 -6.128 4.143
H 1.973 -4.342 2.688
H 1.630 -5.855 1.809
C 1.429 4.764 -5.042
Cl 0.215 6.040 -4.859
Cl 2.660 5.184 -6.233
H 1.908 4.617 -4.082
H 0.926 3.861 -5.365
C 2.261 8.536 -0.485
Cl 1.874 7.709 -1.997
Cl 3.187 10.020 -0.745
H 1.332 8.793 0.009
H 2.850 7.867 0.130
C -1.318 8.623 -7.115
Cl -1.711 7.674 -8.556
Cl -0.420 10.090 -7.515
H -2.245 8.910 -6.634
H -0.710 8.009 -6.462
C -6.473 -6.780 4.177
Cl -5.412 -7.091 2.796
Cl -6.474 -8.125 5.324
H -6.115 -5.892 4.681
H -7.481 -6.639 3.809
C -4.268 10.280 -9.872
Cl -4.742 11.683 -10.836
Cl -4.665 10.483 -8.161
H -4.797 9.411 -10.244
H -3.197 10.144 -9.958
C 7.132 -3.517 1.286
Cl 7.071 -5.025 2.201
Cl 7.186 -2.105 2.344
H 8.019 -3.527 0.664
H 6.237 -3.450 0.678
C -1.488 -8.943 5.293
Cl -0.883 -8.882 6.951
Cl -1.734 -7.328 4.616
H -0.761 -9.460 4.680
H -2.439 -9.462 5.289
C 3.474 -0.083 3.312
Cl 3.594 -1.837 3.525
Cl 5.048 0.714 3.379
H 3.032 0.120 2.345
H 2.855 0.313 4.107
C 0.594 -3.969 -6.500
Cl 0.654 -3.345 -8.152
Cl -0.958 -4.728 -6.128
H 1.375 -4.710 -6.383
H 0.744 -3.143 -5.817
C 6.466 0.866 -1.876
Cl 7.191 1.831 -3.167
Cl 6.828 1.511 -0.272
H 5.392 0.867 -2.008
H 6.859 -0.142 -1.937
*
```

---

Entry 7:
Computed, not measured: a structure of composition C22H31ClIrN7O2PS2Se, with the ωB97M-V functional and the def2-TZVPD basis.

E_tot = -5493.31679 Ha
Energy relative to the best compared isomer or geometry (same formula, charge and spin) = 672.0 kcal/mol

The geometry in ORCA input format:
```
! wB97M-V def2-TZVPD RIJCOSX def2/J DEFGRID3
* xyz 1 1
Ir -1.128 0.371 0.711
Se -3.422 1.674 -6.527
N -2.175 2.420 -5.492
C -2.237 1.843 -4.329
C -1.424 2.179 -3.169
C -0.460 3.075 -2.834
C -0.628 4.704 -0.573
C -0.249 2.908 -1.394
N -0.955 1.783 -0.947
C -1.686 1.426 -1.967
C -2.662 0.390 -1.833
N -2.737 -0.199 -0.625
C -3.629 -1.174 -0.483
C -4.460 -1.582 -1.525
C -4.382 -0.963 -2.757
C -3.452 0.060 -2.925
C -3.250 0.801 -4.185
N -3.973 0.571 -5.240
H 0.053 3.844 -3.386
H -1.464 5.385 -0.559
H 1.234 4.201 0.956
H -3.675 -1.638 0.494
H -5.154 -2.394 -1.357
H -5.018 -1.256 -3.582
C -1.069 -4.395 4.065
C -0.724 -4.975 2.712
O -1.207 -4.147 1.631
P -0.550 -2.746 1.240
S 1.401 -2.825 1.390
S -1.527 -1.286 2.297
O -1.057 -2.611 -0.269
C -1.640 -3.670 -1.059
C -0.673 -4.794 -1.360
H -0.805 -5.114 4.841
H -2.135 -4.182 4.133
H -0.518 -3.471 4.245
H -1.207 -5.937 2.555
H 0.354 -5.099 2.598
H -1.936 -3.169 -1.981
H -2.533 -4.035 -0.551
H 0.264 -4.398 -1.753
H -1.114 -5.451 -2.111
H -0.460 -5.386 -0.473
C 5.313 1.302 1.408
N 3.989 0.855 1.840
C 4.004 -0.214 2.842
C 2.871 1.377 1.368
N 1.709 0.725 1.580
N 3.041 2.566 0.581
C 1.921 2.712 -0.345
C 3.419 3.728 1.452
H 5.894 0.430 1.114
H 5.821 1.800 2.234
H 5.229 1.978 0.564
H 4.964 -0.178 3.352
H 3.883 -1.189 2.382
H 3.207 -0.061 3.567
H 1.794 -0.314 1.639
H 1.917 1.834 -0.977
H 1.723 4.861 -0.177
H 1.248 4.470 -1.570
H 4.392 3.544 1.899
H 2.681 3.933 2.223
H 3.458 4.606 0.807
Cl 0.714 3.867 -0.379
C 0.388 1.152 1.571
H 0.351 2.234 1.706
H 0.138 3.243 0.700
*
```

---

Which value of E_tot does entry 2 give? -2435.96803 Ha

---

Copy entry 6 word for word.
Computed, not measured: a cluster of 14 separate species, C22H31Cl26F13O3 in total, with the ωB97M-V functional and the def2-TZVPD basis.

E_tot = -14345.83786 Ha

The geometry in ORCA input format:
```
! wB97M-V def2-TZVPD RIJCOSX def2/J DEFGRID3
* xyz 0 1
O -4.899 -1.683 4.666
C -4.581 -2.830 4.652
O -5.195 -3.770 3.886
O -3.628 -3.351 5.446
C -2.377 -3.564 4.733
C -1.565 -2.282 4.865
C -0.545 -2.042 3.777
F 0.153 -0.909 4.082
F 0.346 -3.069 3.696
C -1.197 -1.890 2.354
F -1.309 -3.137 1.821
F -2.448 -1.389 2.484
C -0.402 -1.037 1.317
F -0.538 -1.570 0.080
F 0.911 -1.116 1.628
C -0.770 0.472 1.215
F -0.779 1.020 2.450
F 0.242 1.041 0.518
C -2.122 0.818 0.476
F -2.785 -0.295 0.109
F -1.824 1.518 -0.644
C -3.092 1.717 1.298
F -4.190 1.885 0.563
F -3.433 1.158 2.447
F -2.543 2.906 1.522
H -5.091 -3.550 2.951
H -1.907 -4.418 5.208
H -2.613 -3.819 3.700
H -0.975 -2.332 5.783
H -2.216 -1.416 4.960
C 2.076 -1.812 -1.756
Cl 1.646 -2.624 -3.265
Cl 3.026 -0.346 -2.034
H 1.168 -1.532 -1.245
H 2.662 -2.494 -1.152
C -0.203 4.377 -0.328
Cl 1.308 4.454 -1.239
Cl -0.319 5.664 0.877
H -1.030 4.475 -1.021
H -0.241 3.428 0.186
C 2.151 -5.408 2.648
Cl 3.887 -5.663 2.452
Cl 1.539 -6.128 4.143
H 1.973 -4.342 2.688
H 1.630 -5.855 1.809
C 1.429 4.764 -5.042
Cl 0.215 6.040 -4.859
Cl 2.660 5.184 -6.233
H 1.908 4.617 -4.082
H 0.926 3.861 -5.365
C 2.261 8.536 -0.485
Cl 1.874 7.709 -1.997
Cl 3.187 10.020 -0.745
H 1.332 8.793 0.009
H 2.850 7.867 0.130
C -1.318 8.623 -7.115
Cl -1.711 7.674 -8.556
Cl -0.420 10.090 -7.515
H -2.245 8.910 -6.634
H -0.710 8.009 -6.462
C -6.473 -6.780 4.177
Cl -5.412 -7.091 2.796
Cl -6.474 -8.125 5.324
H -6.115 -5.892 4.681
H -7.481 -6.639 3.809
C -4.268 10.280 -9.872
Cl -4.742 11.683 -10.836
Cl -4.665 10.483 -8.161
H -4.797 9.411 -10.244
H -3.197 10.144 -9.958
C 7.132 -3.517 1.286
Cl 7.071 -5.025 2.201
Cl 7.186 -2.105 2.344
H 8.019 -3.527 0.664
H 6.237 -3.450 0.678
C -1.488 -8.943 5.293
Cl -0.883 -8.882 6.951
Cl -1.734 -7.328 4.616
H -0.761 -9.460 4.680
H -2.439 -9.462 5.289
C 3.474 -0.083 3.312
Cl 3.594 -1.837 3.525
Cl 5.048 0.714 3.379
H 3.032 0.120 2.345
H 2.855 0.313 4.107
C 0.594 -3.969 -6.500
Cl 0.654 -3.345 -8.152
Cl -0.958 -4.728 -6.128
H 1.375 -4.710 -6.383
H 0.744 -3.143 -5.817
C 6.466 0.866 -1.876
Cl 7.191 1.831 -3.167
Cl 6.828 1.511 -0.272
H 5.392 0.867 -2.008
H 6.859 -0.142 -1.937
*
```